4 unconnected molecules or ions with the total composition C3H15N2O3 in a non-equilibrium geometry. Source: OMol25; level of theory: wB97M-V/def2-TZVPD.

HOMO level: -12.084 eV
Strongest force on any atom: 1.51 eV/Å
Net charge: +1
Kohn-Sham gap: 9.3 eV

Each atom is followed by the atoms it is bonded to, with distances in Å.
Cartesian coordinates (Å):
1 C 1.664 0.827 -1.169  C2 1.502, H6 1.090, H7 1.103, H8 1.089
2 C 0.560 -0.167 -0.945  C1 1.502, C3 1.330, N5 1.461
3 C -0.609 -0.219 -1.577  C2 1.330, N4 1.382, H9 1.087
4 N -0.911 0.598 -2.650  C3 1.382, H10 1.005, H11 1.012
5 N 0.950 -1.111 0.100  C2 1.461, H12 1.024, H13 1.040, H14 1.026
6 H 2.671 0.469 -0.961  C1 1.090
7 H 1.492 1.676 -0.486  C1 1.103
8 H 1.700 1.336 -2.131  C1 1.089
9 H -1.524 -0.688 -1.223  C3 1.087
10 H -0.186 1.040 -3.188  N4 1.005
11 H -1.811 1.057 -2.607  N4 1.012
12 H 1.762 -1.684 -0.148  N5 1.024
13 H 0.172 -1.737 0.392  N5 1.040
14 H 1.267 -0.669 0.971  N5 1.026
15 H -1.558 2.127 2.205  O17 0.974
16 H -0.804 3.413 2.489  O17 0.980
17 O -0.761 2.612 1.926  H15 0.974, H16 0.980
18 H -1.252 -3.292 -0.532  O20 0.954
19 H -1.477 -3.589 0.954  O20 0.952
20 O -1.179 -2.921 0.344  H18 0.954, H19 0.952
21 H -0.583 -0.018 3.220  O23 0.967
22 H 0.276 0.936 2.436  O23 0.952
23 O 0.141 0.004 2.580  H21 0.967, H22 0.952